Density functional theory data (wB97M-V/def2-TZVPD) for C36H53N2OPRuSSi2 as an isolated structure at a distorted geometry.

Summary:
Electronic energy = -81672.862 eV
Charge = +1
Kohn-Sham gap (spin up / spin down) = 7.1 / 7.1 eV
Energy above the lowest of the compared OMol25 structures with the same formula, charge and spin = 330.6 kJ/mol
Spin multiplicity = 2
<S²> = 0.76

Element x y z (Å)
Ru 0.90660 -0.36975 -0.17547
S -3.84341 3.08513 0.93108
P 0.85786 2.15422 -0.17133
Si 2.77424 -0.62689 1.04244
Si 1.46402 -2.75008 -0.32534
O -2.67708 2.82995 0.02724
N -1.15962 -1.33938 -0.23968
N -4.30486 -4.03135 -0.58183
C -0.02601 2.53574 1.45581
C -1.73110 -1.88409 0.83363
C -5.28561 -1.14244 1.70718
C 0.03188 3.00055 -1.63266
C 0.88719 -3.84226 1.12074
C 2.64424 4.28157 0.39323
C 6.14129 -2.89037 0.01743
C -5.28135 0.77421 0.25206
C 3.61814 2.32699 -0.58487
C 0.08439 4.52849 -1.63166
C -4.33960 0.92857 2.47228
C -1.72979 -1.61732 -1.42883
C -4.71601 -0.37881 2.72622
C 0.82258 -3.61667 -1.87525
C 5.39298 -1.86066 0.55710
C 0.77228 2.51203 -2.88492
C -0.94932 1.33144 1.70292
C -5.65920 -0.53215 0.50580
C -2.86178 -2.68088 0.79182
C 2.48961 2.98343 -0.09683
C 5.00236 4.22322 -0.07750
C 3.59974 0.32042 2.43036
C -2.78459 -2.46792 -1.59342
C 4.00202 -1.85120 0.39726
C -4.59643 1.48789 1.22936
C 0.97079 2.57543 2.62237
C 3.35662 -2.89962 -0.28747
C -3.33549 -3.09826 -0.46631
C 3.88852 4.89198 0.41392
C 5.50565 -3.93606 -0.64750
C 4.86405 2.94000 -0.58231
C -1.41576 2.49682 -1.73225
C 1.88564 -0.62830 -1.96968
C -0.87535 3.80950 1.48302
C 4.12706 -3.94586 -0.79478
C -5.11464 3.82931 -0.10005
H -3.87324 1.52959 3.24401
H 2.42814 0.27734 -2.23320
H 0.66040 1.43962 -3.02405
H 7.21900 -2.88989 0.11548
H 2.56208 -1.46330 -2.15300
H -0.42012 0.38121 1.52782
H -1.45802 1.40272 -1.68100
H -6.21470 -1.08911 -0.23783
H 0.62685 -2.94561 -2.71108
H -4.67073 -4.29009 -1.47996
H 1.60517 -4.65677 1.24579
H 5.89809 -1.05419 1.07659
H -6.10227 3.62543 0.30950
H 3.53129 1.31944 -0.97421
H -0.26143 4.71099 1.46583
H -4.73891 -4.42628 0.23216
H 6.09639 -4.74918 -1.05037
H 3.74662 1.36048 2.12803
H -1.25472 1.31549 2.75285
H 3.03552 0.33166 3.36510
H -1.43626 3.82090 2.42171
H 1.10558 4.89471 -1.73634
H 4.56761 -0.13728 2.63166
H -3.16330 -2.66970 -2.58662
H -1.82905 2.79885 -2.69769
H -0.36004 4.97474 -0.74574
H 5.72358 2.40897 -0.97057
H 5.97146 4.70418 -0.06979
H 1.83556 2.75870 -2.86629
H -2.07833 2.87865 -0.95814
H -3.07934 -3.28422 1.66572
H -5.54763 1.24081 -0.68696
H 1.56716 -4.34183 -2.21092
H 3.98798 5.89324 0.81199
H 1.78757 4.82724 0.76702
H 1.80809 3.25159 2.46977
H -1.31388 -1.10224 -2.28678
H -5.00853 3.43095 -1.10795
H -4.93155 4.90139 -0.10907
H -0.09632 -4.16517 -1.66028
H -1.60084 3.85613 0.67823
H 0.43189 2.90255 3.51450
H 0.83395 -3.30568 2.07086
H 0.33365 3.00753 -3.75446
H 1.02886 -0.71917 -2.65301
H 3.65873 -4.78020 -1.30468
H -5.70205 -2.11202 1.95762
H -0.48250 4.88663 -2.49509
H -1.84253 1.34902 1.07631
H -4.52852 -0.81729 3.69776
H 1.36799 1.57964 2.82834
H -0.08908 -4.29456 0.93509
H -1.27696 -1.65357 1.78949

Atomic partial charges in e from the Löwdin method, atoms 1 to 2: Ru 0.598; S 1.046



Density functional theory data (wB97M-V/def2-TZVPD) for C36H54BBr6F3INO5PSi as an isolated structure at a distorted geometry.

Summary:
Electronic energy = -504277.856 eV
Charge = +1
Kohn-Sham gap = 6.0 eV

Element x y z (Å)
I 1.12665 2.96807 0.77314
Br 7.15272 6.31772 1.07528
Br -6.76179 6.37734 -2.49188
Br 9.29315 3.44596 0.13410
Br 3.74772 2.60829 -0.29779
Br 5.09039 5.39609 -2.31234
Br -3.56896 7.73950 -1.24535
P 1.98328 0.62876 0.38991
Si -3.13615 -5.04226 -0.05519
F -0.85444 -4.92801 5.50936
F -2.85618 -5.95619 5.09979
F -0.94296 -6.98294 4.73759
O -1.14721 -3.68733 -2.78639
O -3.18794 -2.49234 -2.39757
O -1.52358 -5.37937 3.34528
O -1.02168 -0.32550 -2.51336
O 3.67235 0.50936 0.78173
N -1.46059 -2.64052 -0.51126
C -5.77980 7.96520 -3.05162
C -2.21490 -4.14693 3.07831
C 3.78783 0.11318 4.08869
C -4.78304 -0.97195 -4.37884
C 4.57990 -1.85530 2.47123
C -2.26380 -6.22484 -1.31994
C -4.29405 7.71661 -3.05396
C -1.56849 -5.74948 4.66624
C -0.22340 -2.07393 3.69677
C 0.98245 -0.43279 1.56417
C 0.74844 -1.07297 4.10166
C -3.03697 2.89523 -1.47425
C -0.59317 -1.59022 -0.27345
C -3.09821 0.62927 -3.37163
C 9.00606 5.92452 1.54386
C -0.16562 -0.63818 -1.44039
C -4.16677 1.66682 -3.35009
C 9.75788 5.32304 0.38488
C -3.25699 -0.47381 -4.47927
C 5.46101 2.76889 -1.23557
C -1.96139 0.68343 -2.38671
C -4.86647 -4.47152 -0.66454
C -4.16271 2.81322 -2.41761
C -1.98553 -3.55427 0.47261
C 4.03638 -1.42198 3.89136
C -1.63300 -3.32832 1.88761
C -3.08302 0.18358 -5.92087
C 1.37958 -0.25990 2.98865
C -3.51247 -6.31311 1.30656
C -2.85930 4.08501 -0.44771
C 2.45197 0.74596 3.49793
C 6.01612 4.16416 -1.11939
C -2.01561 1.84531 -1.49761
C -0.09684 -1.42036 1.14253
C -0.63216 -2.24947 2.27886
C 5.20702 -1.81196 4.94230
B -1.97046 -2.95321 -1.90366
H 4.66296 0.65452 3.61273
H 5.71335 -2.71448 4.51584
H -4.21859 -5.98732 2.11290
H -2.53188 -0.51105 -6.61120
H -3.26299 5.05282 -0.83572
H 5.89185 -0.94651 5.13878
H 9.56627 5.82725 -0.56030
H -4.86087 -4.56911 -1.78885
H -2.70901 -7.25792 -1.28690
H 5.24015 -1.07578 1.99391
H 0.81339 -1.02475 -1.84820
H -4.93267 -2.00463 -4.79560
H 3.85128 0.37024 5.18450
H -1.73509 4.22167 -0.36576
H -2.56027 -6.77791 1.69982
H 5.93793 4.57895 -0.11280
H -0.03817 0.36309 -0.92643
H -5.49321 -0.25124 -4.87983
H 4.11346 0.45083 -0.08391
H -0.61795 -2.68441 4.55145
H -4.03848 -7.17043 0.77765
H 9.43563 6.88706 1.82061
H 6.12394 2.05135 -0.74774
H -4.92613 3.62496 -2.38603
H 8.98034 5.27814 2.41858
H -6.07915 8.77372 -2.38794
H -6.13473 8.17826 -4.05976
H -3.20435 3.80835 0.58275
H -1.17028 1.96594 -0.75999
H -5.68590 -5.15894 -0.29811
H -5.02516 1.62453 -4.07040
H -2.56000 1.17138 -5.81851
H -4.01976 6.75955 -3.49343
H 7.05663 4.19003 -1.43661
H -1.40868 -3.48466 -3.70808
H -5.11796 -1.00341 -3.29848
H -4.09623 0.38736 -6.35473
H -1.14730 -6.21798 -1.18235
H 4.67529 -2.15090 5.88115
H -2.51322 -5.83835 -2.35714
H 10.82976 5.32444 0.58147
H 1.03141 -0.91896 5.16912
H -3.31849 -4.27430 2.84798
H -3.77150 8.51574 -3.57933
H -5.01944 -3.41446 -0.31982
H 3.18804 -2.10952 4.14624
H -2.56785 -1.34675 -4.37110
H 3.67966 -1.93895 1.78592
H 2.74304 1.54565 2.77313
H 5.09495 -2.84983 2.46990
H 1.95658 1.29755 4.35871
H -2.26415 -3.57392 4.05252
H 5.29027 2.45675 -2.26459
H -3.64199 -3.16923 -2.93819

Atomic partial charges in e from the Löwdin method, atoms 1 to 2: I 0.571; Br 0.713